Entry 1:
Here is a molecular structure, C36H33AsIrN7OS in a non-equilibrium geometry from the OMol25 dataset. Energies are from wB97M-V/def2-TZVPD.

Values from the calculation:
Energy relative to the best compared isomer or geometry (same formula, charge and spin) (kcal per mole): 64.66
Spin multiplicity: 5
<S²>: 6.09
Orbital gap (spin up / spin down) (eV): 5.5 / 5.0

Cartesian coordinates (Å):
Ir (-0.5875, -0.9009, -0.0750)
C (-2.5343, 4.3133, -2.7696)
C (-1.3065, 3.9403, -2.0916)
C (-1.2030, 2.5559, -1.4842)
C (-2.3661, 1.6738, -1.6572)
C (-3.5640, 2.2403, -2.0961)
C (-3.6371, 3.5259, -2.6529)
N (-2.2308, 0.3710, -1.3815)
N (-3.2510, -0.4097, -1.6069)
C (-3.3474, -1.5213, -0.8727)
C (-4.4524, -2.3681, -1.0832)
C (-4.6639, -3.4568, -0.2712)
C (-3.7462, -3.7515, 0.7287)
C (-2.6095, -2.9590, 0.8971)
C (-2.3812, -1.8276, 0.1381)
H (-2.5526, 5.2540, -3.2962)
H (-0.3833, 4.3945, -2.4356)
H (0.0723, 0.9349, -1.5850)
H (-4.4390, 1.6128, -2.1007)
H (-4.5813, 3.8492, -3.0690)
H (-5.1290, -2.1324, -1.8899)
H (-5.5282, -4.0912, -0.4160)
H (-3.8874, -4.6172, 1.3605)
H (-1.9226, -3.2301, 1.6867)
N (8.1432, 5.4533, -0.4751)
C (7.1501, 4.8786, -0.4866)
C (5.9438, 4.1480, -0.5154)
C (5.7528, 3.0704, 0.3529)
C (4.5929, 2.3296, 0.2958)
C (3.5881, 2.6452, -0.6247)
C (3.7739, 3.7558, -1.4578)
C (4.9365, 4.4939, -1.4190)
C (2.3815, 1.8191, -0.7512)
C (2.5546, 0.4185, -0.7670)
C (3.8110, -0.2254, -0.9662)
C (3.5965, -1.5724, -0.8177)
C (2.2358, -1.7106, -0.5140)
N (1.5927, -0.5431, -0.5109)
C (1.1348, 2.4902, -0.8055)
C (0.9806, 3.7055, -0.0745)
C (-0.2515, 4.2015, 0.1957)
C (-1.3929, 3.7886, -0.5639)
N (0.0606, 1.9356, -1.4023)
H (6.5226, 2.8248, 1.0689)
H (4.4430, 1.5004, 0.9710)
H (3.0023, 4.0160, -2.1674)
H (5.0820, 5.3309, -2.0865)
H (4.7295, 0.2538, -1.2441)
H (4.3081, -2.3684, -0.9138)
H (1.7379, -2.6374, -0.2779)
H (1.8479, 4.0883, 0.4398)
H (-0.4041, 4.9296, 0.9768)
H (-2.3761, 3.9192, -0.1348)
C (-1.4996, 0.8515, 6.4397)
C (-1.3070, 0.0424, 5.1980)
C (-1.4656, -1.3464, 5.1647)
C (-1.1728, -1.9710, 3.9626)
N (-0.8503, -1.3056, 2.8674)
C (-0.8313, 0.0289, 2.9763)
S (-0.6125, 0.9035, 1.5191)
N (-0.9862, 0.7114, 4.1046)
H (-1.2559, 0.2707, 7.3256)
H (-2.5402, 1.1671, 6.5111)
H (-0.8751, 1.7403, 6.3891)
H (-1.7780, -1.9035, 6.0333)
H (-1.2045, -3.0504, 3.8767)
C (1.0330, -4.7696, -2.6985)
As (-0.2991, -4.1658, -1.4126)
C (0.3143, -4.7197, 0.3642)
C (-1.9200, -5.1681, -1.8142)
O (-0.4389, -2.5599, -1.6744)
H (1.1021, -5.8537, -2.7455)
H (1.9964, -4.3406, -2.4199)
H (0.7426, -4.3699, -3.6723)
H (-0.2889, -5.5566, 0.7074)
H (0.2071, -3.8857, 1.0572)
H (1.3612, -5.0244, 0.3168)
H (-1.7467, -6.2274, -1.6312)
H (-2.1952, -5.0214, -2.8586)
H (-2.7371, -4.8191, -1.1840)

=====

Entry 2:
Here is a molecular structure, C35H25BrF6IrN3O3PS2Te from the OMol25 dataset. Energies are from wB97M-V/def2-TZVPD.

Values from the calculation:
Energy relative to the best compared isomer or geometry (same formula, charge and spin) (kcal per mole): 0.00
Spin multiplicity: 6
<S²>: 8.77
Orbital gap (spin up / spin down) (eV): 6.8 / 6.8

Cartesian coordinates (Å):
Ir (0.4544, 0.0225, 0.0282)
F (-5.1504, 0.9160, 2.3626)
C (-4.3058, 1.0675, 3.4001)
F (-4.9400, 0.5356, 4.4699)
F (-4.1913, 2.3811, 3.6418)
C (-2.9703, 0.3973, 3.1838)
C (-2.5715, -0.5691, 4.0852)
C (-1.3337, -1.1828, 3.9425)
C (-0.5587, -0.7990, 2.8722)
N (-0.9410, 0.1107, 1.9719)
C (-2.1193, 0.7647, 2.1059)
S (-2.5326, 2.0428, 1.0342)
H (-3.2232, -0.8352, 4.9056)
H (-0.9823, -1.9336, 4.6353)
H (0.4247, -1.2191, 2.7093)
O (3.3376, 3.2649, -5.0099)
C (2.8842, 2.5582, -3.9549)
C (2.8807, 3.0432, -2.6546)
C (2.3753, 2.2403, -1.6564)
N (1.8848, 1.0083, -1.8602)
C (1.9058, 0.5728, -3.1146)
Br (1.2321, -1.1563, -3.4851)
C (2.3952, 1.2822, -4.1924)
H (3.6326, 4.1343, -4.7179)
H (3.2420, 4.0352, -2.4165)
H (2.3351, 2.5982, -0.6381)
H (2.3815, 0.8705, -5.1896)
F (3.0615, 1.8682, 3.9246)
C (2.6466, 2.4237, 2.7857)
F (3.7255, 2.9435, 2.1634)
F (1.8308, 3.4372, 3.0926)
C (1.9730, 1.3988, 1.8489)
O (1.1822, 1.8942, 0.9887)
O (2.2611, 0.2088, 1.9593)
N (0.4019, -1.8293, -0.2701)
P (-0.6296, -3.0246, -0.2404)
C (-2.3033, -2.5297, -0.6788)
C (-2.7141, -2.5763, -2.0108)
C (-3.9328, -2.0250, -2.3784)
C (-4.7348, -1.4144, -1.4249)
C (-4.3244, -1.3520, -0.1001)
C (-3.1123, -1.9110, 0.2738)
C (-0.6905, -3.8261, 1.3770)
C (0.4870, -3.8229, 2.1238)
C (0.5247, -4.4461, 3.3603)
C (-0.6117, -5.0739, 3.8551)
C (-1.7812, -5.0879, 3.1094)
C (-1.8221, -4.4687, 1.8680)
C (-0.1247, -4.3247, -1.3834)
C (-0.9616, -5.4039, -1.6615)
C (-0.5265, -6.4177, -2.4978)
C (0.7463, -6.3596, -3.0538)
C (1.5845, -5.2928, -2.7687)
C (1.1519, -4.2735, -1.9308)
H (-2.0782, -3.0290, -2.7612)
H (-4.2449, -2.0544, -3.4140)
H (-5.6775, -0.9702, -1.7167)
H (-4.9358, -0.8539, 0.6397)
H (-2.7912, -1.8519, 1.3067)
H (1.3625, -3.3124, 1.7386)
H (1.4384, -4.4366, 3.9399)
H (-0.5838, -5.5557, 4.8241)
H (-2.6657, -5.5783, 3.4948)
H (-2.7393, -4.4795, 1.2926)
H (-1.9548, -5.4506, -1.2290)
H (-1.1785, -7.2527, -2.7182)
H (1.0835, -7.1516, -3.7099)
H (2.5763, -5.2492, -3.1993)
H (1.7927, -3.4320, -1.7004)
Te (-1.6341, 1.0140, -1.5432)
C (-0.8406, 2.9184, -1.8856)
C (-0.4076, 3.8515, -0.9845)
C (0.0540, 5.0417, -1.6100)
C (-0.0242, 4.9902, -2.9687)
S (-0.6598, 3.4930, -3.4972)
H (-0.4183, 3.6831, 0.0819)
H (0.4230, 5.8997, -1.0660)
H (0.2457, 5.7546, -3.6801)

=====

Entry 3:
Here is a molecular structure, C36H26GdIP2S3 in a non-equilibrium geometry from the OMol25 dataset. Energies are from wB97M-V/def2-TZVPD.

Values from the calculation:
Net charge: -1
Spin multiplicity: 7
<S²>: 13.07
Orbital gap (spin up / spin down) (eV): 5.2 / 7.2

Cartesian coordinates (Å):
Gd (0.1442, 0.1906, -1.6335)
S (0.6681, 2.5578, -0.0867)
P (-0.2890, 1.2287, 1.0879)
C (-0.3011, -0.4662, 0.7629)
P (1.3113, -1.0775, 0.8054)
S (2.6343, -0.6483, -0.6469)
C (1.0487, -2.8783, 0.7076)
C (-0.2368, -3.4065, 0.6986)
C (-0.4174, -4.7726, 0.5793)
C (0.6795, -5.6111, 0.4680)
C (1.9626, -5.0840, 0.4652)
C (2.1475, -3.7189, 0.5832)
C (2.1474, -0.8512, 2.4087)
C (3.0234, 0.2080, 2.6121)
C (3.5015, 0.4738, 3.8831)
C (3.1024, -0.3105, 4.9520)
C (2.2163, -1.3582, 4.7540)
C (1.7324, -1.6228, 3.4873)
C (-2.0707, 1.6203, 0.9521)
C (-2.5604, 2.8179, 1.4584)
C (-3.8986, 3.1305, 1.3125)
C (-4.7461, 2.2640, 0.6402)
C (-4.2536, 1.0826, 0.1084)
C (-2.9196, 0.7555, 0.2678)
C (0.0466, 1.7057, 2.8207)
C (-0.5994, 0.9640, 3.8034)
C (-0.3471, 1.2165, 5.1362)
C (0.5510, 2.2117, 5.4938)
C (1.2030, 2.9440, 4.5162)
C (0.9565, 2.6891, 3.1794)
H (-1.0854, -2.7372, 0.7862)
H (-1.4180, -5.1827, 0.5638)
H (0.5338, -6.6800, 0.3782)
H (2.8171, -5.7399, 0.3597)
H (3.1404, -3.2842, 0.5615)
H (3.3168, 0.8203, 1.7691)
H (4.1849, 1.2987, 4.0402)
H (3.4678, -0.0939, 5.9479)
H (1.9004, -1.9664, 5.5921)
H (1.0188, -2.4200, 3.3256)
H (-1.8788, 3.4920, 1.9631)
H (-4.2823, 4.0531, 1.7255)
H (-5.7924, 2.5111, 0.5283)
H (-4.9084, 0.4173, -0.4359)
H (-2.5336, -0.1876, -0.1283)
H (-1.2874, 0.1856, 3.4968)
H (-0.8504, 0.6429, 5.9036)
H (0.7542, 2.4079, 6.5377)
H (1.9044, 3.7196, 4.7945)
H (1.4594, 3.2480, 2.4027)
I (-2.0643, 2.2080, -2.7985)
C (-1.4390, 1.7386, -4.8423)
C (-2.2597, 2.2500, -5.8131)
C (-1.9743, 2.0006, -7.1577)
C (-0.8757, 1.2559, -7.4837)
C (-0.0406, 0.7168, -6.4845)
C (1.0586, -0.0813, -6.8498)
C (1.8329, -0.6713, -5.8898)
C (1.5563, -0.4579, -4.5311)
C (0.5221, 0.3600, -4.0711)
C (-0.3018, 0.9411, -5.0920)
H (-3.1320, 2.8231, -5.5432)
H (-2.6436, 2.3738, -7.9181)
H (-0.6427, 1.0362, -8.5173)
H (1.2621, -0.2265, -7.9033)
H (2.6669, -1.2997, -6.1781)
H (2.2058, -0.9631, -3.8133)
S (-1.2177, -3.1274, -2.6434)
C (-1.4087, -1.6346, -2.1589)